(1)
Entry from OMol25: C30H45F5OP2Tl as an isolated structure (wB97M-V/def2-TZVPD).

Structure (ORCA input):
```
! wB97M-V def2-TZVPD RIJCOSX def2/J DEFGRID3
* xyz 1 1
Tl 0.604 0.977 -0.481
C 2.621 -1.765 0.222
C 3.098 -0.496 0.666
C 1.605 -1.285 2.232
C 1.738 -2.270 1.220
C 2.474 -0.201 1.910
C 2.906 -2.392 -1.084
H 3.044 -1.636 -1.868
H 2.079 -3.042 -1.397
H 3.819 -3.002 -1.054
C 0.995 -3.547 1.196
H 1.210 -4.132 0.296
H -0.091 -3.372 1.241
H 1.253 -4.180 2.059
C 0.646 -1.337 3.357
H 1.104 -1.729 4.276
H -0.218 -1.962 3.104
H 0.262 -0.335 3.591
C 2.654 1.034 2.704
H 3.540 0.956 3.354
H 1.786 1.230 3.347
H 2.802 1.914 2.062
C 4.024 0.373 -0.093
H 5.056 -0.010 -0.043
H 4.037 1.396 0.302
H 3.746 0.427 -1.158
C 0.433 2.524 -2.945
C 1.654 1.943 -3.011
C 2.947 2.678 -3.192
C 3.484 3.575 -2.033
C 2.699 3.632 -0.754
C 1.477 4.183 -0.675
C 0.815 4.874 -1.835
C 0.192 4.001 -2.967
H 2.890 3.294 -4.107
H 3.625 4.588 -2.451
H 3.715 1.907 -3.392
H 0.507 4.425 -3.939
H -0.485 1.922 -2.990
H 1.757 0.848 -3.045
H -0.901 4.146 -2.931
H 0.002 5.499 -1.425
H 0.969 4.292 0.290
H 1.520 5.575 -2.316
H 4.497 3.219 -1.781
H 3.243 3.336 0.149
P -0.949 -1.413 -2.103
C -1.143 -3.221 -1.902
H -1.785 -3.598 -2.714
H -1.617 -3.422 -0.934
H -0.169 -3.725 -1.938
C -2.712 -1.064 -2.470
H -3.074 -1.798 -3.209
H -2.834 -0.048 -2.863
H -3.290 -1.159 -1.541
C -0.299 -1.412 -3.824
H -0.317 -0.399 -4.246
H -0.915 -2.086 -4.440
H 0.738 -1.770 -3.816
P -1.471 1.944 1.215
C -0.677 3.049 2.446
H -1.303 3.941 2.594
H 0.316 3.363 2.089
H -0.546 2.522 3.398
C -2.458 3.163 0.261
H -1.829 4.006 -0.067
H -3.274 3.544 0.894
H -2.885 2.676 -0.629
C -2.715 1.033 2.181
H -3.343 1.725 2.759
H -2.193 0.336 2.853
H -3.335 0.439 1.494
F -5.699 -5.907 3.523
C -4.851 -4.999 3.018
C -3.815 -5.404 2.168
F -3.646 -6.717 1.894
C -2.968 -4.467 1.629
F -1.948 -4.892 0.840
C -3.094 -3.058 1.891
O -2.341 -2.198 1.356
C -4.142 -2.715 2.819
F -4.266 -1.430 3.207
C -5.002 -3.648 3.351
F -5.979 -3.269 4.202
*
```

## Properties
HOMO (alpha / beta) ... -9.48 / -9.55 eV
Energy relative to the best compared isomer or geometry (same formula, charge and spin) ... 0.00 kcal per mole

Löwdin population analysis, charges in e, atoms 1 to 8: 0.7551 -0.2300 -0.2643 -0.1798 -0.1877 -0.2731 -0.0390 0.0713



(2)
Entry from OMol25: a 13-piece molecular cluster, C31H88O13 overall (wB97M-V/def2-TZVPD).

Structure (ORCA input):
```
! wB97M-V def2-TZVPD RIJCOSX def2/J DEFGRID3
* xyz 0 1
C 5.440 12.443 1.057
C 4.520 13.230 2.016
O 3.347 12.602 2.252
H 5.877 11.589 1.574
H 6.235 13.012 0.576
H 4.868 11.973 0.256
H 4.149 14.207 1.707
H 5.066 13.308 2.956
H 3.448 12.195 3.116
C 12.590 12.097 7.499
C 12.788 12.062 5.970
O 11.583 11.960 5.235
H 11.913 12.815 7.962
H 13.581 12.212 7.940
H 12.294 11.089 7.790
H 13.415 11.206 5.719
H 13.415 12.928 5.754
H 11.110 12.794 5.178
O 7.294 17.205 3.250
H 7.633 16.310 3.268
H 6.358 17.103 3.075
O 3.727 10.924 4.788
H 3.251 10.095 4.742
H 4.538 10.711 5.249
C 8.756 13.228 6.586
C 7.874 13.378 5.325
C 6.571 12.731 5.659
O 7.667 14.709 4.932
H 8.255 13.509 7.513
H 9.617 13.879 6.437
H 9.087 12.195 6.687
H 8.237 12.847 4.445
H 6.726 11.689 5.939
H 5.770 12.715 4.919
H 6.156 13.081 6.604
H 7.201 15.124 5.662
C 7.951 15.509 10.285
C 6.467 15.201 10.603
C 6.176 15.312 12.054
O 5.714 16.151 9.943
H 8.445 15.468 9.314
H 8.606 14.869 10.876
H 8.124 16.521 10.653
H 6.237 14.204 10.226
H 6.622 16.243 12.404
H 6.701 14.528 12.600
H 5.113 15.380 12.285
H 5.543 16.912 10.502
C 3.476 9.952 8.816
C 4.646 10.711 8.169
C 5.410 11.619 9.109
O 5.487 9.727 7.512
H 3.739 9.144 9.499
H 2.797 9.644 8.021
H 2.991 10.718 9.420
H 4.219 11.409 7.450
H 5.769 11.200 10.049
H 4.948 12.574 9.362
H 6.383 11.928 8.728
H 6.092 9.520 8.228
C 12.480 15.041 3.080
C 11.124 15.541 3.341
C 10.066 14.719 2.449
O 10.963 15.517 4.743
H 12.541 14.610 2.081
H 12.880 14.332 3.805
H 13.261 15.787 2.929
H 11.124 16.598 3.074
H 10.116 13.633 2.366
H 10.098 15.184 1.464
H 9.066 14.869 2.857
H 10.047 15.563 5.027
C 10.736 16.884 8.038
C 11.844 17.386 7.051
C 12.715 18.610 7.515
O 12.809 16.318 6.918
H 9.777 17.398 7.985
H 10.974 17.201 9.054
H 10.519 15.821 7.931
H 11.464 17.666 6.068
H 13.114 18.411 8.510
H 12.180 19.557 7.443
H 13.659 18.729 6.983
H 12.479 15.693 6.268
C 8.716 7.740 8.950
C 8.359 8.854 9.912
C 8.782 10.262 9.402
O 6.991 8.824 9.915
H 9.772 7.479 9.015
H 8.383 7.989 7.943
H 8.141 6.844 9.184
H 8.693 8.731 10.942
H 7.999 10.431 8.663
H 9.797 10.336 9.012
H 8.668 10.981 10.213
H 6.625 7.940 9.839
C 4.770 15.943 5.446
C 4.838 15.851 6.925
C 3.988 14.760 7.524
O 6.117 15.598 7.476
H 4.970 15.007 4.924
H 5.492 16.717 5.185
H 3.743 16.117 5.126
H 4.625 16.866 7.259
H 2.958 15.067 7.346
H 4.163 14.634 8.592
H 3.989 13.856 6.914
H 6.089 15.484 8.428
C 7.188 18.954 6.459
C 7.732 20.041 5.546
C 9.170 20.095 5.299
O 7.037 19.961 4.335
H 6.108 18.812 6.431
H 7.396 19.161 7.509
H 7.587 18.027 6.049
H 7.450 21.042 5.871
H 9.588 20.999 4.856
H 9.613 19.235 4.797
H 9.557 19.981 6.312
H 7.422 19.265 3.798
C 7.314 7.798 4.579
C 8.300 8.124 3.432
C 8.551 9.632 3.342
O 9.489 7.539 3.802
H 6.299 8.176 4.455
H 7.691 8.237 5.502
H 7.410 6.720 4.713
H 8.046 7.627 2.496
H 9.175 9.762 2.457
H 9.031 10.048 4.228
H 7.594 10.109 3.133
H 9.258 6.609 3.864
*
```

## Properties
HOMO ... -9.53 eV
Energy relative to the best compared isomer or geometry (same formula, charge and spin) ... 58.81 kcal per mole

Löwdin population analysis, charges in e, atoms 1 to 8: -0.0621 -0.3628 -0.0619 0.0544 0.0658 0.0691 0.1140 0.0819



(3)
Entry from OMol25: C34H37MnN6O3 as an isolated structure (wB97M-V/def2-TZVPD).

Structure (ORCA input):
```
! wB97M-V def2-TZVPD RIJCOSX def2/J DEFGRID3
* xyz 0 5
Mn 0.636 0.543 -0.696
C -2.335 0.461 0.538
O -1.281 1.203 -0.097
C -1.331 2.610 -0.013
C -2.483 3.314 0.269
C -2.437 4.708 0.316
C -1.236 5.355 0.079
C -0.077 4.637 -0.194
C -0.097 3.242 -0.230
N 0.993 2.419 -0.446
N 2.179 3.069 -0.411
C 3.314 2.366 -0.580
C 3.430 1.001 -0.968
O 2.391 0.231 -1.267
C 4.708 0.417 -1.084
C 5.859 1.117 -0.858
C 5.804 2.488 -0.491
C 6.985 3.233 -0.264
C 6.932 4.555 0.078
C 5.679 5.187 0.209
C 4.520 4.486 -0.002
C 4.547 3.116 -0.358
H -2.232 0.658 1.609
H -1.468 -1.342 0.762
H -3.301 0.811 0.202
H -3.418 2.811 0.464
H -3.336 5.267 0.539
H -1.196 6.438 0.107
H 0.865 5.134 -0.370
H 4.745 -0.623 -1.392
H 6.826 0.638 -0.971
H 7.943 2.732 -0.370
H 7.845 5.112 0.249
H 5.632 6.237 0.475
H 3.556 4.966 0.100
C 1.586 -3.798 -1.851
N 1.687 -3.138 -0.545
C 2.541 -3.556 0.411
C 2.717 -2.878 1.559
C 1.952 -1.680 1.720
N 1.095 -1.283 0.809
C 0.997 -1.954 -0.366
O 0.301 -1.496 -1.280
N 2.066 -0.935 2.836
H 2.039 -4.783 -1.774
H 2.095 -3.204 -2.606
H 0.542 -3.891 -2.130
H 3.083 -4.466 0.190
H 3.415 -3.219 2.309
H 2.883 -1.052 3.412
H 1.692 0.000 2.782
C -2.420 -1.546 3.172
C -2.754 -2.803 2.351
C -1.482 -3.578 1.978
C -3.662 -2.589 1.145
C -4.827 -3.347 1.067
C -5.685 -3.229 -0.013
C -5.338 -2.389 -1.058
C -4.163 -1.641 -1.049
C -3.789 -0.947 -2.357
C -3.847 0.585 -2.375
C -2.447 -1.450 -2.904
C -3.355 -1.705 0.098
N -2.178 -0.907 0.196
H -2.192 -1.828 4.201
H -3.260 -0.849 3.197
H -1.544 -1.012 2.794
H -3.323 -3.453 3.017
H -0.849 -3.015 1.280
H -1.733 -4.525 1.498
H -0.883 -3.791 2.867
H -5.066 -4.029 1.876
H -6.601 -3.804 -0.053
H -5.975 -2.339 -1.934
H -4.556 -1.285 -3.056
H -2.928 1.034 -1.997
H -4.693 0.973 -1.802
H -3.965 0.930 -3.404
H -1.626 -1.186 -2.240
H -2.254 -1.005 -3.883
H -2.457 -2.536 -3.022
*
```

## Properties
HOMO (alpha / beta) ... -5.06 / -6.69 eV
⟨S²⟩ ... 6.07

Löwdin population analysis, charges in e, atoms 1 to 8: 0.8446 -0.1898 -0.1430 -0.1960 -0.0340 -0.1077 -0.1006 -0.0202



(4)
Entry from OMol25: one molecule with the formula C6H8FNO2 (wB97M-V/def2-TZVPD).

Structure (ORCA input):
```
! wB97M-V def2-TZVPD RIJCOSX def2/J DEFGRID3
* xyz 0 1
C 2.175 -0.437 1.770
C 0.551 -1.114 -0.093
C 2.667 -0.336 -0.647
C -1.521 -1.158 -1.095
C -1.021 1.066 0.132
C -0.848 -0.537 0.119
N 2.983 -0.334 0.835
O 3.603 -0.198 -1.371
O 1.452 -0.534 -0.908
F -1.342 -1.170 1.222
H 2.472 -0.469 2.858
H -1.369 -2.309 -1.038
H -2.629 -0.844 -1.124
H -1.092 -0.786 -2.009
H 0.019 1.479 -0.062
H -1.342 1.409 1.157
H -1.839 1.183 -0.627
H 4.041 -0.240 0.813
*
```

## Properties
HOMO (alpha / beta) ... -7.88 / -7.88 eV
Energy relative to the best compared isomer or geometry (same formula, charge and spin) ... 144.47 kcal per mole

Löwdin population analysis, charges in e, atoms 1 to 8: 0.0846 0.0587 -0.5382 -0.0567 0.0124 -0.6141 0.0095 0.1417



(5)
Entry from OMol25: a 2-piece molecular cluster, FH3OSi overall (wB97M-V/def2-TZVPD).

Structure (ORCA input):
```
! wB97M-V def2-TZVPD RIJCOSX def2/J DEFGRID3
* xyz 0 1
O 0.165 -1.414 0.397
F 0.729 2.534 -1.037
Si -0.106 2.466 0.295
H -0.219 -2.222 0.779
H 1.088 -1.244 0.802
H -0.714 1.192 -0.100
*
```

## Properties
HOMO ... -8.77 eV
Energy relative to the best compared isomer or geometry (same formula, charge and spin) ... 75.07 kcal per mole

Partial atomic charges computed with the Löwdin method, in multiples of e: -0.1264 -0.3940 0.6051 0.0334 0.0799 -0.1980



(6)
Entry from OMol25: a 2-piece molecular cluster, C4H7NO2 overall (wB97M-V/def2-TZVPD).

Structure (ORCA input):
```
! wB97M-V def2-TZVPD RIJCOSX def2/J DEFGRID3
* xyz 0 1
O -0.835 -0.566 1.338
C -0.784 0.067 0.080
C -0.119 1.466 0.221
O 1.299 1.396 0.497
C 1.848 0.181 0.348
N 1.303 -0.711 -0.393
C 0.143 -0.480 -0.991
H -0.030 -1.092 1.445
H -1.811 0.194 -0.268
H -0.252 2.100 -0.659
H -0.572 1.935 1.097
H 2.801 0.057 0.850
H -1.272 -2.126 -1.937
H -1.782 -2.656 -1.803
*
```

## Properties
HOMO ... -8.38 eV
Energy relative to the best compared isomer or geometry (same formula, charge and spin) ... 123.88 kcal per mole

Löwdin population analysis, charges in e, atoms 1 to 8: -0.0230 -0.3956 -0.0914 -0.0262 -0.2074 0.0630 -0.0005 0.0903



(7)
Entry from OMol25: one molecule with the formula H6OP4 (wB97M-V/def2-TZVPD).

Structure (ORCA input):
```
! wB97M-V def2-TZVPD RIJCOSX def2/J DEFGRID3
* xyz 0 1
O -1.096 0.562 1.020
P -0.222 1.912 1.197
P -0.662 -0.692 -1.771
P 1.581 -1.064 0.271
P -0.632 -1.018 0.376
H 1.155 1.397 0.803
H -0.386 2.440 -0.266
H -1.975 -0.760 -2.027
H -0.792 0.772 -1.590
H 1.512 -0.978 1.641
H 1.518 -2.571 0.346
*
```

## Properties
HOMO ... -8.88 eV
Energy relative to the best compared isomer or geometry (same formula, charge and spin) ... 11.30 kcal per mole
SMILES string ... POP(P)#[PH2]

Löwdin population analysis, charges in e, atoms 1 to 8: -0.9813 0.6817 0.4446 0.3995 0.3262 -0.1451 -0.0889 -0.2135



(8)
Entry from OMol25: a 14-piece molecular cluster, H28O14 overall (wB97M-V/def2-TZVPD).

Structure (ORCA input):
```
! wB97M-V def2-TZVPD RIJCOSX def2/J DEFGRID3
* xyz 0 1
H -0.508 0.422 -0.323
H 0.156 -0.622 0.285
H -3.982 2.319 0.465
H -3.536 3.678 -0.044
H -0.611 -3.820 -2.021
H -0.775 -2.471 -2.507
H 1.540 2.358 1.739
H 1.847 1.807 0.321
H 1.843 -0.930 1.295
H 3.235 -0.881 1.890
H 4.338 -1.319 0.422
H 4.941 0.063 0.221
H -4.231 -2.291 0.036
H -3.215 -3.310 0.322
H 1.182 0.095 3.822
H -0.314 -0.439 3.999
H 2.369 -2.545 -2.360
H 2.676 -3.463 -1.277
H -1.886 4.203 -0.605
H -1.881 3.350 0.773
H 0.599 3.215 -0.551
H 0.489 3.626 -2.011
H -4.745 -1.881 -1.441
H -5.555 -0.701 -0.671
H 3.299 1.775 -2.187
H 4.812 2.163 -1.888
H 0.246 -2.348 0.900
H -1.060 -2.934 0.528
O -0.709 -0.468 0.035
O -4.335 3.213 0.435
O -1.247 -3.326 -2.478
O 1.571 2.610 0.779
O 2.397 -1.273 2.020
O 4.397 -0.442 0.804
O -3.518 -2.511 0.671
O 0.209 0.341 4.004
O 3.014 -2.663 -1.617
O -1.879 3.306 -0.237
O -0.034 3.678 -1.201
O -4.758 -0.906 -1.121
O 4.074 2.318 -2.435
O -0.456 -2.998 1.210
*
```

## Properties
HOMO ... -9.88 eV
Energy relative to the best compared isomer or geometry (same formula, charge and spin) ... 129.33 kcal per mole

Löwdin population analysis, charges in e, atoms 1 to 8: 0.0622 -0.0548 0.0094 0.0348 -0.0115 0.0461 0.0939 0.0348



Calculated total energy readings, ordered: -2599.51145, -2211.87262, -3023.08594, -538.30425, -466.37083, -361.68344, -1444.18400, -1069.99487 hartree